Record 1
Computed, not measured: a molecular structure, C40H46N8O2RuSe, with ωB97M-V with the def2-TZVPD basis set.

The molar mass is 850.89 g mol⁻¹. As for the HOMO-LUMO gap (alpha / beta): 8.11 / 6.12 eV. Its energy above the lowest of the compared OMol25 structures with the same formula, charge and spin is 0.0 kcal/mol. As for the energy: -126148.9504 eV. Its HOMO energy (alpha / beta) is -0.573 / -0.589 Eh. The spin multiplicity is 6. Its charge is +3.

Last column: Mulliken spin population.
Geometry (Å):
Ru: -0.18 0.73 -1.82  3.854
C: 1.33 3.12 -3.16  -0.023
N: 0.64 2.95 -1.87  0.161
C: -0.49 3.91 -1.79  -0.047
C: -1.75 3.38 -2.42  0.051
C: -2.66 4.22 -3.04  0.000
C: -3.88 3.70 -3.44  0.003
C: -4.17 2.36 -3.21  0.001
C: -3.20 1.58 -2.61  0.004
N: -2.01 2.08 -2.24  0.042
C: 1.56 3.16 -0.73  -0.029
C: 2.34 1.95 -0.30  0.035
C: 3.60 2.09 0.26  -0.005
C: 4.21 0.99 0.85  -0.004
C: 3.52 -0.21 0.89  0.011
C: 2.27 -0.28 0.29  -0.021
N: 1.70 0.77 -0.32  0.086
C: 2.25 1.97 -3.49  0.012
C: 3.46 2.18 -4.13  0.000
C: 4.22 1.08 -4.51  0.000
C: 3.74 -0.19 -4.23  0.004
C: 2.53 -0.31 -3.58  0.025
N: 1.79 0.74 -3.21  0.040
H: 1.89 4.06 -3.17  0.005
H: 0.57 3.19 -3.94  -0.010
H: -0.21 4.87 -2.23  -0.002
H: -0.71 4.09 -0.74  0.002
H: -2.42 5.26 -3.18  0.000
H: -4.61 4.34 -3.93  0.000
H: -5.11 1.93 -3.49  0.000
H: -3.37 0.53 -2.42  0.005
H: 0.95 3.45 0.13  0.007
H: 2.23 4.00 -0.94  0.002
H: 4.09 3.05 0.25  0.002
H: 5.19 1.08 1.29  0.000
H: 3.92 -1.09 1.36  0.001
H: 1.71 -1.20 0.33  0.012
H: 3.79 3.19 -4.34  0.000
H: 5.17 1.22 -5.01  0.000
H: 4.29 -1.07 -4.52  0.000
H: 2.13 -1.29 -3.36  0.010
C: -2.44 2.98 3.58  0.000
C: -1.60 1.96 4.34  0.004
C: -0.10 2.14 4.18  -0.005
C: 0.45 1.75 2.81  0.006
N: 0.32 0.31 2.56  -0.015
C: -0.50 -0.31 1.69  0.097
Se: -1.53 0.56 0.37  0.496
N: -0.40 -1.63 1.84  -0.036
C: -1.21 -2.67 1.20  0.012
C: -2.33 -3.16 2.12  -0.006
C: -3.35 -2.08 2.46  0.023
C: -4.46 -2.62 3.36  0.003
C: 0.53 -1.90 2.85  0.008
C: 1.01 -3.10 3.36  -0.002
C: 1.96 -3.00 4.35  0.004
C: 2.43 -1.75 4.81  0.006
C: 1.96 -0.56 4.29  -0.002
C: 0.98 -0.67 3.30  0.008
H: -3.50 2.84 3.76  0.000
H: -2.28 2.93 2.50  0.001
H: -2.18 3.99 3.90  0.000
H: -1.89 0.94 4.06  0.001
H: -1.84 2.03 5.41  0.000
H: 0.43 1.58 4.95  0.000
H: 0.16 3.19 4.34  0.000
H: 1.52 1.98 2.74  0.001
H: -0.07 2.27 2.01  0.001
H: -0.53 -3.47 0.93  -0.002
H: -1.63 -2.24 0.29  0.002
H: -1.89 -3.56 3.04  0.000
H: -2.82 -4.00 1.62  0.000
H: -3.78 -1.68 1.53  -0.003
H: -2.86 -1.24 2.96  -0.007
H: -5.00 -3.43 2.87  0.000
H: -5.19 -1.84 3.59  0.000
H: -4.06 -3.00 4.30  0.000
H: 0.66 -4.06 3.01  0.000
H: 2.37 -3.90 4.79  0.000
H: 3.18 -1.73 5.59  0.000
H: 2.32 0.39 4.65  0.000
O: -1.03 0.91 -5.64  -0.006
C: -0.86 0.67 -4.56  0.064
N: 1.42 -5.91 -1.39  0.000
C: 1.22 -4.63 -1.03  0.001
O: 1.77 -4.08 -0.09  0.000
C: 0.22 -3.82 -1.83  0.004
C: -0.94 -4.30 -2.42  0.001
C: -1.83 -3.37 -2.96  -0.002
C: -1.53 -2.03 -2.89  0.005
N: -0.39 -1.56 -2.34  0.115
C: 0.46 -2.46 -1.84  0.007
H: 2.07 -6.46 -0.85  0.000
H: 1.03 -6.31 -2.22  0.000
H: -1.18 -5.35 -2.43  0.000
H: -2.75 -3.70 -3.42  0.000
H: -2.21 -1.30 -3.30  -0.005
H: 1.37 -2.09 -1.40  -0.016

=====

Record 2
Computed, not measured: 2 unconnected molecules or ions with the total composition C2HClO2S at a distorted geometry, with ωB97M-V with the def2-TZVPD basis set.

The molar mass is 124.55 g mol⁻¹. As for the HOMO-LUMO gap (alpha / beta): 7.96 / 7.53 eV. Its energy above the lowest of the compared OMol25 structures with the same formula, charge and spin is 144.3 kcal/mol. As for the energy: -29535.4657 eV. Its HOMO energy (alpha / beta) is -0.432 / -0.403 Eh. The spin multiplicity is 1.

Last column: Löwdin charge in e.
Geometry (Å):
C: -1.91 0.39 -1.87  -0.073
C: -1.76 0.39 -0.69  0.083
O: 2.40 -0.52 0.27  -0.375
O: 0.75 -1.53 1.79  -0.380
S: 1.19 -0.39 1.02  0.502
Cl: 1.42 1.26 2.39  0.233
H: -2.09 0.40 -2.92  0.010

=====

Record 3
Computed, not measured: 3 unconnected molecules or ions with the total composition C4H14N2O at a distorted geometry, with ωB97M-V with the def2-TZVPD basis set.

The molar mass is 106.17 g mol⁻¹. As for the HOMO-LUMO gap: 10.12 eV. Its energy above the lowest of the compared OMol25 structures with the same formula, charge and spin is 60.6 kcal/mol. As for the energy: -9383.9398 eV. Its HOMO energy is -0.678 Eh. The spin multiplicity is 1. Its charge is +2.

Last column: Löwdin charge in e.
Geometry (Å):
C: -1.14 -0.03 0.23  0.105
C: -0.17 1.01 0.59  -0.145
C: 1.18 0.24 0.69  -0.293
C: 1.89 0.26 1.80  0.154
N: 1.73 -0.32 -0.56  0.191
N: -2.70 1.05 -0.36  0.168
H: -1.10 -0.35 -0.80  0.094
H: -1.84 -0.57 0.85  0.131
H: -0.01 1.87 -0.06  0.150
H: -0.43 1.38 1.58  0.138
H: 2.97 0.20 1.72  0.107
H: 1.53 0.88 2.61  0.105
H: 1.71 0.33 -1.34  0.178
H: 1.25 -1.33 -0.88  0.092
H: 2.71 -0.48 -0.34  0.163
H: -2.63 1.80 0.32  0.116
H: -2.53 1.46 -1.28  0.125
H: -3.69 0.78 -0.35  0.136
H: 0.69 -3.21 -0.89  0.124
H: -0.11 -2.55 -2.04  0.120
O: 0.67 -2.43 -1.47  0.041

=====

Record 4
Computed, not measured: a molecular structure, C38H23F5N2O20S at a distorted geometry, with ωB97M-V with the def2-TZVPD basis set.

The molar mass is 954.65 g mol⁻¹. As for the HOMO-LUMO gap: 7.77 eV. Its energy above the lowest of the compared OMol25 structures with the same formula, charge and spin is 0.0 kcal/mol. As for the energy: -108129.7135 eV. Its HOMO energy is -0.347 Eh. The spin multiplicity is 1.

Last column: Löwdin charge in e.
Geometry (Å):
F: -2.44 -4.25 6.48  0.093
C: -1.51 -3.35 6.81  -0.210
C: -0.89 -3.50 8.00  0.078
C: 0.06 -2.52 8.39  -0.366
N: 0.77 -2.45 9.51  -0.218
S: 1.64 -1.10 9.41  1.027
N: 1.18 -0.56 7.98  -0.224
C: 0.29 -1.46 7.51  -0.363
C: -0.35 -1.34 6.26  0.070
C: -1.25 -2.29 5.90  -0.033
C: -1.97 -2.22 4.57  -0.426
F: -1.64 -1.06 3.95  0.098
F: -3.30 -2.21 4.71  0.146
C: -1.53 -3.31 3.58  -0.322
F: -0.22 -3.15 3.39  0.108
F: -1.73 -4.54 4.08  0.099
H: -1.12 -4.33 8.63  0.133
H: -0.10 -0.50 5.65  0.116
H: -2.08 -3.23 2.65  0.148
C: -0.61 -3.08 -1.13  0.081
C: -0.49 -2.92 -2.45  -0.232
C: -0.78 -1.61 -3.13  -0.300
O: -0.63 -1.55 -4.33  0.096
C: -1.23 -0.49 -2.31  0.083
C: -1.36 -0.65 -0.99  -0.227
C: -1.04 -1.96 -0.31  -0.289
O: -1.17 -2.02 0.90  0.093
O: -1.75 0.32 -0.18  0.117
O: -0.11 -3.89 -3.27  0.124
H: -0.40 -4.02 -0.63  0.138
H: -1.45 0.44 -2.81  0.137
H: -1.74 -0.06 0.73  0.120
H: -0.11 -3.51 -4.16  0.122
C: 1.17 3.22 -7.63  0.074
C: -0.10 2.94 -7.28  -0.238
C: -0.46 1.65 -6.60  -0.306
O: -1.63 1.48 -6.29  0.109
C: 0.59 0.67 -6.34  0.083
C: 1.85 0.96 -6.70  -0.224
C: 2.22 2.25 -7.36  -0.314
O: 3.39 2.43 -7.64  0.109
O: 2.86 0.12 -6.50  0.098
O: -1.11 3.76 -7.49  0.116
H: 1.44 4.14 -8.12  0.135
H: 0.31 -0.26 -5.87  0.108
H: 3.66 0.57 -6.85  0.119
H: -1.90 3.31 -7.14  0.119
C: 2.71 -3.19 -10.54  0.074
C: 3.73 -3.17 -11.41  -0.238
C: 5.12 -2.76 -11.00  -0.316
O: 5.99 -2.79 -11.85  0.108
C: 5.34 -2.37 -9.62  0.076
C: 4.32 -2.38 -8.75  -0.234
C: 2.93 -2.81 -9.16  -0.314
O: 2.07 -2.81 -8.30  0.109
O: 4.44 -2.03 -7.48  0.105
O: 3.60 -3.50 -12.69  0.117
H: 1.71 -3.48 -10.83  0.136
H: 6.34 -2.06 -9.34  0.136
H: 3.55 -2.13 -7.08  0.106
H: 4.48 -3.40 -13.08  0.120
C: 0.55 4.59 2.43  0.078
C: 0.86 3.80 1.39  -0.237
C: 1.08 2.32 1.56  -0.316
O: 1.33 1.67 0.56  0.100
C: 0.98 1.75 2.89  0.078
C: 0.67 2.54 3.93  -0.228
C: 0.43 4.02 3.76  -0.308
O: 0.15 4.64 4.76  0.115
O: 0.55 2.11 5.18  0.097
O: 0.99 4.24 0.15  0.116
H: 0.39 5.65 2.32  0.136
H: 1.15 0.69 3.00  0.135
H: 0.31 2.90 5.72  0.090
H: 1.21 3.46 -0.40  0.119
C: -3.37 4.22 7.39  0.080
C: -4.61 3.81 7.67  -0.236
C: -4.90 2.38 8.05  -0.314
O: -6.05 2.09 8.31  0.113
C: -3.80 1.44 8.08  0.081
C: -2.56 1.85 7.79  -0.222
C: -2.26 3.29 7.43  -0.291
O: -1.11 3.60 7.19  0.095
O: -1.51 1.04 7.81  0.104
O: -5.67 4.61 7.64  0.120
H: -3.15 5.25 7.11  0.139
H: -4.02 0.41 8.34  0.137
H: -0.73 1.57 7.57  0.107
H: -6.43 4.05 7.89  0.121

=====

Question: Which of these has the highest molar mass?
Answer: C38H23F5N2O20S